1.
This record from the Open Molecules 2025 dataset describes a structure of composition C4H11InO2 at a distorted geometry. The level of theory is ωB97M-V/def2-TZVPD.

Frontier orbital gap (alpha / beta) = 10.44 / 4.62 eV
Net charge = +2
Energy above the lowest of the compared OMol25 structures with the same formula, charge and spin = 3.4 kJ/mol

Structure (XYZ):
```
18
Properties=species:S:1:pos:R:3:forces:R:3
C -2.380 -0.829 -0.411 -1.642 0.245 -0.597
O -1.032 -0.965 0.063 -0.558 -0.724 -2.174
C -0.382 -2.175 -0.353 0.335 -1.289 -0.540
C 1.068 -2.087 0.056 0.265 -0.440 -1.295
O 1.109 -1.650 1.424 1.242 -1.859 -0.435
C 2.369 -1.847 2.076 1.567 -0.177 0.878
H -2.784 0.100 0.002 0.100 -0.207 -0.137
H -2.370 -0.777 -1.506 0.085 0.009 0.294
H -2.978 -1.684 -0.073 0.212 0.211 -0.061
H -0.454 -2.272 -1.444 -0.019 0.062 0.250
H -0.885 -3.025 0.128 0.039 0.186 -0.137
H 1.625 -1.367 -0.560 -0.036 -0.176 0.139
H 1.534 -3.078 -0.025 -0.084 0.231 0.061
H 3.153 -1.298 1.539 -0.222 -0.136 0.114
H 2.272 -1.467 3.097 0.056 -0.115 -0.193
H 2.596 -2.919 2.097 -0.142 0.274 -0.013
In -0.251 -0.309 1.696 -1.120 3.887 3.812
H -5.217 -0.129 0.840 -0.081 0.017 0.034
```
Positions in Å, forces in eV/Å.

Atomic partial charges in e from the Löwdin method, atoms 1 to 2: atom 1 (C): -0.010, atom 2 (O): -0.358

=====

2.
This record from the Open Molecules 2025 dataset describes a structure of composition C4H11MgO3 at a distorted geometry. The level of theory is ωB97M-V/def2-TZVPD.

Frontier orbital gap = 4.50 eV
Net charge = -1

Structure (XYZ):
```
19
Properties=species:S:1:pos:R:3:forces:R:3
C 1.303 2.453 0.893 1.585 3.769 1.080
O 0.641 0.433 0.060 -0.724 -1.033 -0.283
C -0.531 -0.027 0.665 0.781 0.302 -0.118
C -1.302 -0.943 -0.265 -0.372 0.094 0.065
O -0.385 -1.918 -0.741 -0.089 -0.235 -0.002
C -0.963 -2.899 -1.577 -0.019 -0.098 -0.079
Mg 1.621 -0.934 -1.130 0.141 0.397 0.163
H 1.939 2.464 -0.005 -0.445 -0.703 0.689
H 0.281 2.788 0.663 0.463 -0.898 0.406
H 1.571 1.835 1.766 -0.644 0.005 -1.126
H -1.216 0.793 0.957 0.035 0.058 -0.074
H -0.305 -0.568 1.606 -0.144 -0.086 -0.121
H -1.713 -0.380 -1.121 0.129 -0.082 0.159
H -2.135 -1.435 0.263 0.085 -0.018 -0.083
H -0.152 -3.547 -1.931 -0.195 0.210 0.066
H -1.693 -3.498 -1.012 0.074 0.107 -0.091
H -1.462 -2.433 -2.442 0.100 -0.117 0.152
O 1.791 3.963 1.548 -0.789 -1.502 -0.724
H 2.711 3.856 1.802 0.029 -0.169 -0.080
```
Positions in Å, forces in eV/Å.

Atomic partial charges in e from the Löwdin method, atoms 1 to 2: atom 1 (C): -0.036, atom 2 (O): -0.540

=====

3.
This record from the Open Molecules 2025 dataset describes the ion C4H11N2 with charge +1 at a distorted geometry. The level of theory is ωB97M-V/def2-TZVPD.

Frontier orbital gap = 11.14 eV
Net charge = +1
Energy above the lowest of the compared OMol25 structures with the same formula, charge and spin = 327.1 kJ/mol
SMILES = C[NH2+][C@@]1(C)CN1

Structure (XYZ):
```
17
Properties=species:S:1:pos:R:3:forces:R:3
C -1.940 -0.521 0.215 -1.538 -1.653 -1.712
N -0.724 -0.522 -0.726 -1.670 2.078 0.899
C 0.466 0.141 -0.143 2.606 0.046 0.746
C 0.527 1.697 0.044 0.245 -4.374 -5.065
C 1.278 -0.721 0.774 -0.561 0.677 -1.879
N 1.632 -0.553 -0.635 -0.635 -0.681 0.443
H -1.856 -1.383 0.903 -0.240 -0.362 -1.198
H -1.933 0.194 0.985 0.423 2.033 0.083
H -2.926 -0.465 -0.426 2.077 -0.356 1.523
H -0.880 -0.099 -1.629 -0.805 1.401 -0.228
H -0.580 -1.411 -1.138 1.053 -2.035 0.690
H 0.709 2.046 -0.981 0.125 0.623 0.556
H 1.285 1.808 0.689 2.773 1.004 2.176
H -0.350 1.996 0.386 -3.846 1.883 1.707
H 1.809 -0.389 1.611 0.947 1.327 0.719
H 0.973 -1.677 0.938 -1.172 -2.652 0.565
H 2.510 -0.140 -0.868 0.216 1.042 -0.025
```
Positions in Å, forces in eV/Å.

Atomic partial charges in e from the Löwdin method, atoms 1 to 2: atom 1 (C): 0.040, atom 2 (N): 0.094

=====

4.
This record from the Open Molecules 2025 dataset describes a cluster of 2 separate species, C4H11N2 in total at a distorted geometry. The level of theory is ωB97M-V/def2-TZVPD.

Frontier orbital gap = 4.67 eV
Net charge = +1
Energy above the lowest of the compared OMol25 structures with the same formula, charge and spin = 773.3 kJ/mol

Structure (XYZ):
```
17
Properties=species:S:1:pos:R:3:forces:R:3
C -0.892 -0.789 0.974 -6.254 0.428 -2.212
C -1.138 0.811 0.239 -0.741 -2.482 1.902
C -0.535 -0.383 -0.371 3.523 -2.507 -4.331
C -1.247 -0.816 -1.527 -0.594 2.501 1.012
N 0.852 -0.422 -0.714 0.903 -1.759 -1.379
N 2.174 1.343 1.384 -1.163 -1.536 -0.695
H -1.778 -1.486 0.786 1.176 1.037 1.530
H -0.069 -1.179 1.497 0.972 0.643 1.332
H -0.604 1.449 0.857 2.028 1.045 0.418
H -1.776 1.272 -0.478 -1.934 0.116 0.865
H -0.741 -0.907 -2.490 -0.168 -0.873 0.203
H -2.292 -0.608 -1.525 -1.116 -0.525 -0.280
H 1.000 -1.432 -1.041 0.544 1.584 1.060
H 0.775 0.028 -1.616 1.531 0.684 -0.208
H 1.887 0.358 1.127 1.132 1.348 1.060
H 3.076 1.410 1.859 -0.395 -0.293 -0.432
H 2.217 1.713 0.443 0.557 0.586 0.156
```
Positions in Å, forces in eV/Å.

Atomic partial charges in e from the Löwdin method, atoms 1 to 2: atom 1 (C): 0.131, atom 2 (C): 0.134

=====

5.
This record from the Open Molecules 2025 dataset describes the ion C4H11N2 with charge +1 at a distorted geometry. The level of theory is ωB97M-V/def2-TZVPD.

Frontier orbital gap = 9.49 eV
Net charge = +1
Energy above the lowest of the compared OMol25 structures with the same formula, charge and spin = 484.8 kJ/mol

Structure (XYZ):
```
17
Properties=species:S:1:pos:R:3:forces:R:3
C -1.435 -0.511 -0.434 0.926 -0.245 0.845
C -0.287 0.428 -0.424 -0.816 -1.677 2.580
C -0.386 1.817 0.149 0.129 -1.151 2.194
C 1.424 -1.249 0.169 1.319 1.262 4.229
N -1.083 -0.835 0.922 1.410 2.242 -0.503
N 1.112 -0.118 -0.741 -2.752 1.281 3.092
H -2.385 -0.135 -0.506 -2.158 1.414 -0.827
H -1.338 -1.362 -1.019 0.287 -1.463 -1.480
H -0.625 2.573 -0.576 0.490 0.470 -0.422
H 0.531 2.000 0.838 -1.582 0.253 -1.289
H -1.309 1.762 0.818 1.323 0.353 -0.756
H 2.395 -1.660 -0.090 -0.291 -0.492 -0.349
H 1.549 -0.788 1.240 -0.035 -0.752 -1.998
H 0.519 -1.848 0.371 0.846 -0.142 -0.924
H -1.563 -0.211 1.605 0.390 -0.313 -0.823
H 1.184 -0.571 -1.573 -0.272 -0.930 -3.919
H 1.698 0.706 -0.750 0.785 -0.110 0.351
```
Positions in Å, forces in eV/Å.

Atomic partial charges in e from the Löwdin method, atoms 1 to 2: atom 1 (C): -0.242, atom 2 (C): -0.153

=====

6.
This record from the Open Molecules 2025 dataset describes a cluster of 2 separate species, C4H11N2 in total at a distorted geometry. The level of theory is ωB97M-V/def2-TZVPD.

Frontier orbital gap (alpha / beta) = 8.09 / 8.47 eV
Net charge = +1
Energy above the lowest of the compared OMol25 structures with the same formula, charge and spin = 601.9 kJ/mol

Structure (XYZ):
```
17
Properties=species:S:1:pos:R:3:forces:R:3
C -1.639 0.641 -0.052 2.972 -1.409 0.632
C -0.801 -0.170 -1.070 -1.756 -1.386 1.599
C -0.787 -0.020 1.071 0.735 -1.608 1.175
C 1.796 1.105 -0.003 -4.377 0.701 1.670
N 0.774 -1.715 0.033 -1.528 1.951 0.752
N 0.147 -0.483 0.010 3.121 2.379 -0.123
H -1.573 1.659 -0.237 0.777 2.073 0.181
H -2.620 0.483 0.065 -3.686 -1.179 0.022
H -1.253 -1.162 -1.263 -0.127 0.690 -0.711
H -0.491 0.404 -1.900 0.755 0.001 -1.035
H -0.208 0.462 1.852 -0.386 0.949 -0.114
H -1.115 -0.956 1.653 -0.521 1.224 -1.366
H 2.215 0.637 0.773 1.916 -1.780 2.543
H 1.988 0.973 -0.948 1.604 -1.422 -4.932
H 1.456 2.103 0.152 -0.742 0.495 0.572
H 1.574 -1.714 0.629 0.511 -0.774 -0.276
H 0.537 -2.246 -0.767 0.732 -0.906 -0.589
```
Positions in Å, forces in eV/Å.

Atomic partial charges in e from the Löwdin method, atoms 1 to 2: atom 1 (C): -0.063, atom 2 (C): -0.079

=====

7.
This record from the Open Molecules 2025 dataset describes a cluster of 2 separate species, C4H11N2 in total. The level of theory is ωB97M-V/def2-TZVPD.

Frontier orbital gap = 9.63 eV
Net charge = +1
Energy above the lowest of the compared OMol25 structures with the same formula, charge and spin = 155.4 kJ/mol

Structure (XYZ):
```
17
Properties=species:S:1:pos:R:3:forces:R:3
C 1.412 2.432 -0.481 -0.224 -0.059 -0.425
C 2.170 1.509 -1.057 0.277 0.354 0.500
H 1.603 3.485 -0.627 -0.039 0.047 -0.135
H 0.508 2.212 0.073 0.139 -0.153 0.334
H 2.996 1.826 -1.681 0.084 -0.158 0.038
H 2.103 0.452 -0.830 -0.283 -0.061 -0.287
C -1.749 -1.059 -1.085 0.367 0.098 0.175
N -0.219 -1.109 2.251 0.483 0.210 -0.261
C -0.657 -0.757 1.060 0.027 0.131 0.330
N -0.986 -1.545 0.082 -0.200 0.036 -0.240
H -1.287 -1.403 -2.004 -0.061 -0.218 -0.008
H -1.707 0.026 -1.091 -0.119 0.041 0.053
H -2.773 -1.402 -0.981 -0.082 0.012 -0.215
H 0.044 -2.057 2.474 -0.085 -0.090 0.081
H 0.174 -0.375 2.829 -0.146 -0.237 0.056
H -0.770 0.310 0.909 -0.133 -0.014 -0.123
H -0.860 -2.547 0.158 -0.004 0.061 0.126
```
Positions in Å, forces in eV/Å.

Atomic partial charges in e from the Löwdin method, atoms 1 to 2: atom 1 (C): -0.076, atom 2 (C): -0.068

=====

Asked for energy across the records above, the calculation gives -13571.310; -15911.952; -7297.558; -7292.933; -7295.923; -7294.710; -7299.337 eV in order.